Record 1
Computed, not measured: a structure of composition C49H47Co2F3N3O6 in a non-equilibrium geometry, with ωB97M-V/def2-TZVPD.

```
110
Properties=species:S:1:pos:R:3:lowdin_charge:R:1
C -4.4908 -0.3499 -3.8883 -0.06
C -4.5025 -1.1478 -2.5903 -0.39
C -5.1614 -2.5061 -2.8220 -0.07
C -5.1279 -0.3423 -1.4462 -0.12
C -6.4627 0.0484 -1.5497 -0.04
C -7.0801 0.7585 -0.5163 -0.06
C -6.3983 0.9442 0.6856 -0.03
C -5.0640 0.5520 0.8138 -0.12
C -4.3750 0.6547 2.1743 -0.37
C -5.2119 0.0494 3.3143 -0.07
C -3.9382 2.0902 2.4568 -0.05
C -4.3848 0.0554 -0.3162 -0.06
N -3.0032 -0.3792 -0.2075 0.00
N -2.8384 -1.7288 -0.1512 0.14
N -1.5195 -1.9294 0.0669 0.01
C -1.0137 -3.1886 0.5429 -0.09
C -1.0591 -4.2978 -0.3101 -0.13
C -1.7659 -4.2048 -1.6645 -0.38
C -2.6205 -5.4382 -1.9394 -0.07
C -0.7831 -3.9118 -2.7878 -0.05
C -0.4005 -5.4677 0.0799 -0.03
C 0.2341 -5.5429 1.3176 -0.06
C 0.2233 -4.4532 2.1839 -0.03
C -0.4498 -3.2836 1.8300 -0.12
C -0.6664 -2.1984 2.8956 -0.36
C 0.6593 -1.6747 3.4389 -0.05
C -1.6011 -2.7066 3.9977 -0.06
C -0.8259 -0.7335 0.0256 -0.13
C 0.6072 -0.6520 0.1509 -0.13
C 1.1645 0.4788 0.7934 -0.02
C 2.5072 0.7869 0.6363 0.01
C 3.3485 -0.1419 0.0457 -0.13
C 4.8067 0.1942 -0.0761 -0.52
F 5.5955 -0.7074 0.5859 0.11
F 5.2204 0.2299 -1.3770 0.12
F 5.0801 1.4296 0.4505 0.10
C 2.8695 -1.3643 -0.4291 -0.01
C 1.5046 -1.6220 -0.3939 0.01
C -1.7454 0.2845 -0.1062 -0.21
C -1.4036 1.6466 -0.1420 0.00
H -4.0052 0.6194 -3.7390 0.09
H -3.9409 -0.9000 -4.6599 0.08
H -5.5193 -0.1812 -4.2327 0.08
H -3.4716 -1.3506 -2.2917 0.10
H -5.1598 -3.1115 -1.9073 0.08
H -6.2014 -2.3759 -3.1496 0.08
H -4.6158 -3.0564 -3.6026 0.08
H -7.0192 -0.2122 -2.4533 0.11
H -8.0927 1.1506 -0.6357 0.10
H -6.8943 1.3921 1.5510 0.11
H -3.4671 0.0437 2.1016 0.12
H -5.4884 -0.9874 3.0791 0.08
H -4.6310 0.0386 4.2464 0.08
H -6.1400 0.6090 3.4891 0.07
H -3.2393 2.4334 1.6828 0.05
H -4.7999 2.7730 2.4659 0.09
H -3.4217 2.1556 3.4227 0.09
H -2.4448 -3.3493 -1.5660 0.09
H -3.3145 -5.5964 -1.1070 0.09
H -3.2074 -5.2978 -2.8519 0.07
H -2.0000 -6.3332 -2.0638 0.07
H -0.2248 -2.9913 -2.5784 0.07
H -0.0628 -4.7343 -2.8911 0.09
H -1.3110 -3.7890 -3.7400 0.08
H -0.3663 -6.3218 -0.6043 0.11
H 0.7416 -6.4592 1.6111 0.10
H 0.7295 -4.5086 3.1517 0.12
H -1.1682 -1.3654 2.3882 0.12
H 1.3101 -1.3501 2.6181 0.07
H 0.4841 -0.8125 4.0945 0.09
H 1.1874 -2.4516 4.0047 0.08
H -2.5370 -3.0743 3.5595 0.08
H -1.1358 -3.5244 4.5640 0.08
H -1.8561 -1.8992 4.6936 0.08
H 0.5157 1.1532 1.3602 0.11
H 2.8971 1.7349 0.9800 0.10
H 3.5469 -2.0984 -0.8647 0.12
H 1.0961 -2.5577 -0.7963 0.10
H -0.3584 1.8647 -0.3634 0.04
H -2.1982 2.3755 -0.2706 0.04
O 0.8449 3.3517 2.8845 0.08
C 0.2200 3.8563 2.0507 -0.18
Co -0.4935 4.7974 0.7340 0.04
C -0.6120 4.3603 -0.9672 -0.21
O -0.5044 4.0048 -2.0631 0.10
C -2.0393 5.3149 1.4218 -0.19
O -3.0228 5.6286 1.9507 0.08
C 1.0671 6.4235 1.3688 -0.18
C 1.2416 6.7722 2.7588 -0.21
C 0.2097 6.7659 3.7356 -0.03
C 0.4381 7.3208 4.9933 -0.10
C 1.6817 7.8831 5.3116 -0.12
C 2.7074 7.8891 4.3575 -0.10
C 2.4925 7.3256 3.1035 -0.04
C 1.3248 5.5356 0.3090 -0.43
C 1.8771 4.2874 -0.0048 0.05
Co 0.5730 7.0931 -0.1975 0.03
C -1.2758 7.2048 -0.2222 -0.14
O -2.3467 7.5582 -0.4902 0.11
C 0.7619 6.7546 -1.9019 -0.17
O 0.8421 6.5800 -3.0417 0.11
C 0.9429 8.8191 -0.1563 -0.15
O 1.1780 9.9512 -0.1749 0.08
H -0.7723 6.3659 3.4748 0.09
H -0.3577 7.3067 5.7412 0.10
H 1.8708 8.2881 6.3068 0.09
H 3.6848 8.3214 4.5764 0.09
H 3.2711 7.3149 2.3402 0.12
H 2.1358 4.0702 -1.0441 0.08
H 2.4971 3.7737 0.7384 0.06
```

The value obtained for the energy above the lowest of the compared OMol25 structures with the same formula, charge and spin is 68.0 kcal/mol. The maximum force is 5.02 eV/Å. The calculation puts the HOMO-LUMO gap at 4.392 eV. The molar mass comes out at 948.8 g/mol. Its net charge is -1.

Record 2
Computed, not measured: a structure of composition BrCuO2V in a non-equilibrium geometry, with ωB97M-V/def2-TZVPD.

```
5
Properties=species:S:1:pos:R:3:lowdin_spin:R:1
O -25.0356 -28.5051 -13.7311 1.07
V -26.6370 -28.7344 -13.5216 -0.93
O -26.9334 -30.2836 -13.6472 0.84
Cu -27.3651 -27.9484 -18.7912 0.16
Br -26.9464 -27.7764 -16.1461 0.87
```

The maximum force is 1.54 eV/Å. The calculation puts the HOMO-LUMO gap (alpha / beta) at 8.085 / 5.161 eV. The multiplicity is 3. The molar mass comes out at 226.4 g/mol. Its net charge is +3.

Record 3
Computed, not measured: a structure of composition C44H45N10P2Pm in a non-equilibrium geometry, with ωB97M-V/def2-TZVPD.

```
102
Properties=species:S:1:pos:R:3:lowdin_spin:R:1
Pm 15.2718 9.9488 10.2310 4.05
C 15.5538 8.1368 16.3358 0.00
C 14.1828 8.2561 16.2572 0.01
C 13.5798 8.2220 15.0184 0.00
C 14.3028 7.8447 13.9196 0.00
C 13.8772 8.0370 12.6066 -0.02
N 12.6229 8.1380 12.1310 0.00
C 12.2299 9.1960 11.4682 -0.02
C 10.8279 9.5416 11.2346 -0.01
C 9.6770 8.7902 11.3017 0.00
C 8.4672 9.4991 11.1541 -0.01
C 8.4083 10.8960 10.8793 0.00
C 9.6011 11.5997 10.6616 -0.01
C 10.8031 10.8866 10.8377 0.00
C 12.2097 11.3022 10.8381 -0.04
N 12.6024 12.5686 10.8419 0.01
C 13.8719 12.9742 10.9811 -0.03
N 15.0352 12.2444 10.9987 -0.01
C 16.0645 13.1430 11.2741 0.01
N 17.3343 12.8593 11.5982 -0.01
C 17.8643 11.6551 11.7914 0.03
N 17.1881 10.4901 11.6186 -0.01
C 17.9467 9.4388 12.0826 0.03
N 17.4447 8.2292 12.3419 0.00
C 16.1290 8.0653 12.6239 0.02
N 15.0519 8.2434 11.8017 -0.01
C 15.7061 7.7725 13.9736 0.00
C 16.3506 7.9678 15.1910 0.01
C 19.2581 9.9692 12.5241 0.01
C 20.3942 9.3083 12.9113 0.00
C 21.4633 10.0924 13.3277 0.00
C 21.3977 11.5217 13.3423 0.00
C 20.2650 12.1602 12.8207 0.00
C 19.1978 11.3724 12.3579 0.01
C 15.5224 14.4661 11.4644 0.00
C 16.1037 15.6713 11.8319 0.00
C 15.2571 16.7902 12.0398 -0.01
C 13.8930 16.6442 11.8901 0.00
C 13.3120 15.4573 11.4381 -0.01
C 14.1428 14.3860 11.2265 0.00
N 13.0463 10.2153 11.0498 0.00
H 16.0830 8.1997 17.2629 0.00
H 13.5516 8.4936 17.1668 0.00
H 12.5482 8.5013 14.8902 0.00
H 9.7138 7.7122 11.4046 0.00
H 7.5186 9.0218 11.3601 0.00
H 7.4359 11.3910 10.8291 0.00
H 9.5796 12.6442 10.3320 0.00
H 17.4451 7.9541 15.2542 0.00
H 20.4991 8.2224 12.8276 0.00
H 22.3494 9.5706 13.7058 0.00
H 22.1898 12.1264 13.7823 0.00
H 20.2132 13.2644 12.7636 0.00
H 17.1742 15.7184 12.1139 0.00
H 15.6610 17.7927 12.3364 0.00
H 13.1971 17.5064 12.0607 0.00
H 12.2576 15.3286 11.2419 0.00
C 11.8667 11.9164 7.7249 0.00
P 13.5159 11.1241 7.5840 0.00
C 14.4761 12.5197 6.8217 0.00
C 13.1720 10.0327 6.0687 0.00
C 13.6478 8.5940 6.3643 0.00
P 13.7284 8.3537 8.1410 -0.01
C 11.9956 8.0205 8.6240 0.00
C 14.3008 6.6137 8.1040 0.00
H 11.4753 12.2190 6.7248 0.00
H 11.9075 12.8365 8.3494 0.00
H 11.1267 11.2283 8.2211 0.00
H 13.9271 12.9489 5.9613 0.00
H 15.4294 12.1260 6.4632 0.00
H 14.6857 13.2885 7.5692 0.00
H 13.6358 10.4530 5.1302 0.00
H 12.0937 10.0096 5.9086 0.00
H 14.6027 8.3664 5.8537 0.00
H 12.9799 7.8103 5.9667 0.00
H 11.4541 7.4610 7.8454 0.00
H 11.4976 8.9636 8.8317 0.00
H 12.0067 7.4022 9.5566 0.00
H 15.3394 6.5609 7.8163 0.00
H 13.7394 6.0720 7.3479 0.00
H 14.2153 6.0966 9.0513 0.00
C 18.4588 9.6805 5.6669 0.00
C 17.3101 9.5544 6.7561 0.00
N 17.7995 9.7592 8.1753 0.00
C 18.7526 8.6385 8.4453 0.00
C 19.9027 8.5698 7.3102 0.00
N 19.8074 9.7797 6.4101 0.00
C 19.8093 11.0103 7.2997 0.00
C 18.5342 11.0531 8.2349 0.00
H 18.2977 10.5700 5.0563 0.00
H 18.5015 8.7629 5.0767 0.00
H 16.7806 8.6167 6.7034 0.00
H 16.5838 10.3720 6.5097 0.00
H 18.1561 7.7277 8.4842 0.00
H 19.2018 8.7564 9.4245 0.00
H 19.8036 7.6498 6.7082 0.00
H 20.8785 8.5254 7.8021 0.00
H 20.5490 9.8022 5.7126 0.00
H 19.8458 11.9140 6.6316 0.00
H 20.7466 11.0124 7.8808 0.00
H 17.8609 11.8400 7.9699 0.00
H 18.7793 11.1810 9.2854 0.00
```

The maximum force is 3.64 eV/Å. The calculation puts the HOMO-LUMO gap (alpha / beta) at 3.996 / 3.984 eV. The multiplicity is 5. The molar mass comes out at 920.9 g/mol. Its net charge is +2.

Record 4
Computed, not measured: a structure of composition C8H11N2O3S in a non-equilibrium geometry, with ωB97M-V/def2-TZVPD.

```
25
Properties=species:S:1:pos:R:3:lowdin_charge:R:1
C 2.3645 0.2836 -0.3369 -0.16
C 0.9468 -1.4790 0.5178 0.09
C 2.2151 -0.9641 0.2830 -0.21
C -0.2776 -0.7482 0.1548 -0.20
C -0.3330 0.6917 -0.2783 -0.30
C 3.4202 -1.7466 0.6702 -0.03
C 0.2361 2.9129 0.6012 -0.06
C -3.5713 -0.8616 -1.2970 -0.11
N 2.3968 1.2807 -0.8783 0.26
N -1.4092 -1.3389 0.2876 0.04
O -3.3363 0.0600 1.2047 -0.16
O -1.7674 0.9102 -0.5404 -0.14
O 0.0635 1.5235 0.7466 -0.09
S -2.6440 -0.2641 0.0481 0.82
H 0.6910 -2.4238 0.8548 0.11
H 0.1157 0.7320 -1.2131 0.14
H 4.1987 -1.0426 1.2489 0.15
H 4.0031 -2.0243 -0.2084 0.09
H 3.2313 -2.6755 1.2992 0.12
H 0.8194 3.1461 -0.2668 0.07
H 0.8136 3.3122 1.5249 0.14
H -0.7002 3.4764 0.5566 0.10
H -4.5925 -1.2426 -1.0787 0.10
H -3.8036 0.0895 -2.0127 0.16
H -3.0806 -1.6075 -1.8877 0.07
```

The value obtained for the energy above the lowest of the compared OMol25 structures with the same formula, charge and spin is 86.9 kcal/mol. The maximum force is 4.19 eV/Å. The calculation puts the HOMO-LUMO gap at 8.902 eV. The molar mass comes out at 215.3 g/mol. Its net charge is +1.

Record 5
Computed, not measured: a structure of composition C29H37FeN3O in a non-equilibrium geometry, with ωB97M-V/def2-TZVPD.

```
71
Properties=species:S:1:pos:R:3:lowdin_spin:R:1
Fe 0.0776 0.6198 0.1872 3.50
N 3.2543 4.6506 -1.4073 0.07
N -2.0646 1.1802 -1.6171 0.05
C 0.7679 -0.5886 1.7009 0.06
C 0.5780 0.7008 2.3095 0.06
C 1.5886 1.5890 1.7903 0.09
C 1.8695 2.9403 2.2387 0.44
H 1.0331 3.3566 2.8051 0.02
H 2.2492 3.9642 1.1266 0.04
H 2.7751 3.0181 2.8565 0.03
C 2.3601 0.8717 0.8391 0.06
C 3.6473 1.3505 0.2847 0.01
H 4.4233 1.3968 1.0676 0.00
H 3.5448 2.3566 -0.1372 0.00
H 4.0040 0.6728 -0.4991 0.00
C 1.8367 -0.4588 0.7271 0.05
C 2.4920 -1.5605 -0.0180 0.01
H 2.7572 -1.2327 -1.0324 0.00
H 1.8302 -2.4310 -0.0874 0.00
H 3.4144 -1.8794 0.4923 0.00
C -0.2975 0.9765 3.4794 0.02
H 0.1892 0.6530 4.4142 0.00
H -1.2545 0.4413 3.4048 0.00
H -0.4921 2.0522 3.5408 0.00
C 0.1865 -1.8442 2.2263 0.01
H 0.2857 -2.6624 1.5075 0.00
H -0.8801 -1.7042 2.4457 0.00
H 0.7004 -2.1210 3.1612 0.00
C 3.4634 5.0296 -2.6608 0.00
H 4.3380 5.6594 -2.8776 0.00
C 2.6185 4.7111 -3.7357 0.06
H 2.8589 5.0546 -4.7384 0.01
C 1.4501 3.9684 -3.4881 0.01
H 0.7634 3.6966 -4.2870 0.00
C 1.1658 3.6382 -2.1784 0.04
H 0.3328 2.9915 -1.9105 0.00
C 2.0069 4.1209 -1.1194 0.05
C 1.5722 4.0844 0.2183 0.20
H 0.4631 4.0368 0.3551 0.00
C -1.5398 0.1572 -0.8908 0.04
C -3.3437 1.3684 -1.1290 0.00
H -3.8392 2.3396 -1.0283 0.00
C -3.7574 0.1731 -0.6209 0.02
H -4.7648 -0.1489 -0.4134 0.00
N -2.6490 -0.6219 -0.4424 0.02
C -2.6074 -1.9258 0.1325 0.00
C -3.5064 -2.2519 1.1666 0.00
C -3.5947 -3.5854 1.5416 0.00
H -4.2976 -3.8810 2.3285 0.00
C -2.7931 -4.5758 0.9843 0.00
C -2.9893 -6.0065 1.3983 0.00
H -2.0877 -6.6054 1.2638 0.00
H -3.7880 -6.4886 0.8236 0.00
H -3.2845 -6.0624 2.4490 0.00
C -1.8443 -4.1890 0.0356 0.00
H -1.1729 -4.9470 -0.3775 0.00
C -1.7200 -2.8716 -0.4012 0.00
C -0.6982 -2.4217 -1.3762 0.01
H -1.0995 -2.2437 -2.3878 0.00
H 0.1300 -3.1394 -1.4119 0.00
H -0.2640 -1.4410 -1.0455 0.01
C -4.2166 -1.1813 1.9269 0.00
H -4.9899 -0.6802 1.3317 0.00
H -3.4902 -0.4298 2.2811 0.00
H -4.7205 -1.6186 2.8026 0.00
C 1.5762 -0.2660 -3.3760 0.00
O 2.4658 0.7245 -2.8498 0.00
H 0.5444 0.0965 -3.2958 0.00
H 1.7036 -1.1734 -2.7774 0.00
H 1.7953 -0.4968 -4.4303 0.00
H 2.9340 1.0941 -3.5963 0.00
```

The value obtained for the energy above the lowest of the compared OMol25 structures with the same formula, charge and spin is 0.0 kcal/mol. The maximum force is 4.03 eV/Å. The calculation puts the HOMO-LUMO gap (alpha / beta) at 4.619 / 4.567 eV. The multiplicity is 6. The molar mass comes out at 499.5 g/mol. Its net charge is -1.

Record 6
Computed, not measured: a structure of composition C4H5GdLiO3 in a non-equilibrium geometry, with ωB97M-V/def2-TZVPD.

```
14
Properties=species:S:1:pos:R:3:lowdin_spin:R:1
Gd 2.6551 -0.4550 -0.3663 6.52
O 0.7315 0.8580 0.5039 -0.04
C 0.3024 1.2503 1.8293 0.00
H 0.1274 2.3289 1.7830 0.00
H -0.6282 0.7363 2.0866 0.00
H 1.1370 0.9761 2.4779 0.00
C -0.2341 -2.0576 -1.1980 0.01
C -0.1576 -0.7378 -1.4073 0.13
O 0.9752 -0.0044 -1.6628 0.22
C -0.1872 0.7291 -0.4610 0.04
O -1.2992 1.1827 -0.3479 0.12
Li -2.8977 0.3530 -1.0503 0.00
H -1.0472 -2.4261 -0.5745 0.00
H 0.5227 -2.7335 -1.6124 0.01
```

The value obtained for the energy above the lowest of the compared OMol25 structures with the same formula, charge and spin is 88.7 kcal/mol. The maximum force is 5.23 eV/Å. The calculation puts the HOMO-LUMO gap (alpha / beta) at 9.185 / 5.640 eV. The multiplicity is 8. The molar mass comes out at 265.3 g/mol. Its net charge is +3.

What is the formula in the first record?
C49H47Co2F3N3O6